No. 1
Below is C35H48O2P4Sn as an isolated structure in a non-equilibrium geometry, with properties calculated with ωB97M-V/def2-TZVPD.

The HOMO energy (spin up / spin down) is -16.82 / -16.83 eV. As for the spin multiplicity: 1. Its energy is -84109.5947 eV. The total charge is +4.

Element x y z (Å)
P  3.76471  -0.02950  -0.84347
C  4.67317  -0.18289  0.71455
H  5.74734  -0.30687  0.54803
H  4.22018  -0.99694  1.28817
H  4.47134  0.73021  1.28425
C  3.89845  -1.68163  -1.58688
H  3.36211  -1.62716  -2.54547
H  3.43508  -2.46638  -0.97093
H  4.95760  -1.92417  -1.74198
C  4.84627  0.91408  -1.97185
H  5.83531  0.43469  -2.04790
H  4.85853  1.94179  -1.57849
H  4.37154  0.97911  -2.96028
P  -1.06172  4.12438  -1.28711
C  -1.34483  5.29082  0.06466
H  -1.60329  6.27882  -0.31268
H  -0.42001  5.29490  0.64810
H  -2.12088  4.89370  0.72086
C  -0.11836  5.06019  -2.52917
H  -0.16394  4.55777  -3.50301
H  0.93808  5.07214  -2.23350
H  -0.53926  6.07049  -2.59645
C  -2.65072  4.01171  -2.15717
H  -2.97241  5.02771  -2.41208
H  -3.36180  3.46516  -1.52755
H  -2.53428  3.43314  -3.08016
P  -3.07963  -2.16029  -0.46054
C  -4.19061  -2.90747  0.78201
H  -4.98903  -3.55901  0.41358
H  -4.65746  -2.10623  1.36972
H  -3.63449  -3.46939  1.53995
C  -4.15078  -1.94394  -1.89410
H  -4.95018  -2.69146  -1.97735
H  -3.51364  -2.04782  -2.77677
H  -4.53748  -0.91994  -1.83679
C  -2.12984  -3.53104  -1.12282
H  -2.80864  -4.31284  -1.50599
H  -1.39515  -3.86799  -0.37792
H  -1.58930  -3.16386  -1.99929
Sn  0.00601  0.25470  -3.58632
C  1.16926  1.89761  -1.30250
O  1.50341  2.30056  -0.28284
C  -2.39503  0.00381  -0.46115
O  -2.42997  1.14819  -0.17960
C  -1.36801  0.12799  -5.42486
C  -0.69457  -1.11045  -5.24975
C  0.72246  -1.16744  -5.26356
C  1.46184  0.02339  -5.46294
C  0.80014  1.25379  -5.64204
C  -0.61298  1.32451  -5.58823
H  -2.44930  0.17790  -5.42703
H  -1.25436  -2.02691  -5.08931
H  1.23172  -2.12120  -5.12524
H  2.55806  -0.01867  -5.51378
H  1.38772  2.15792  -5.85102
H  -1.13269  2.27232  -5.73126
C  1.63207  3.05678  4.27913
C  2.37430  1.87661  4.18375
C  1.88684  0.80583  3.43068
C  0.60958  0.85930  2.85489
C  -0.10825  2.07518  2.91390
C  0.39271  3.15191  3.63560
P  -0.20320  -0.54178  1.98324
C  1.00410  -1.90532  2.10433
C  1.31736  -2.65834  0.94895
C  2.19494  -3.73239  1.03696
C  2.78165  -4.08201  2.25853
C  2.48053  -3.33515  3.40128
C  1.58593  -2.27159  3.32750
C  -1.45405  -1.05054  3.24523
C  -1.56524  -2.38110  3.68229
C  -2.53734  -2.74084  4.61412
C  -3.46061  -1.79938  5.07567
C  -3.39242  -0.48498  4.60908
C  -2.41082  -0.12126  3.69060
H  2.02922  3.90198  4.83904
H  3.33871  1.79195  4.68557
H  2.51017  -0.07988  3.32159
H  -1.07106  2.17261  2.40860
H  -0.19381  4.07202  3.69614
H  0.87604  -2.37640  -0.01636
H  2.43105  -4.32207  0.14222
H  3.46153  -4.93427  2.31835
H  2.93721  -3.59155  4.35783
H  1.33955  -1.71375  4.23145
H  -0.87165  -3.13832  3.31296
H  -2.56569  -3.76476  4.98295
H  -4.23095  -2.08340  5.79233
H  -4.10327  0.25919  4.96977
H  -2.38072  0.90375  3.32707

Atomic partial charges in e from the Löwdin method, atoms 1 to 2: P 0.751; C -0.270



No. 2
Below is C35H49BN9O7S4Tl as an isolated structure in a non-equilibrium geometry, with properties calculated with ωB97M-V/def2-TZVPD.

The HOMO energy is -1.34 eV. As for the spin multiplicity: 1. Its energy is -113551.6263 eV. The total charge is -2.

Element x y z (Å)
Tl  -1.35047  -0.56250  0.24538
C  -1.58930  5.22078  1.08689
C  -1.86882  4.01805  1.98935
C  -2.97375  3.20375  1.30538
C  -2.31959  4.50581  3.36859
N  -0.60933  3.24238  2.14911
C  0.64621  3.75617  1.85642
C  1.54369  2.81764  2.17865
N  0.88310  1.71343  2.68262
B  1.80663  0.51681  3.16705
N  3.00287  0.36349  2.17529
C  4.21561  -0.01492  2.70966
C  5.04337  -0.34787  1.71132
N  4.34308  -0.17683  0.52223
C  3.07896  0.28241  0.81489
S  1.90006  0.75418  -0.30336
C  4.87120  -0.53670  -0.81475
C  6.24118  -1.19166  -0.65249
C  3.94134  -1.55274  -1.49048
C  5.02612  0.72740  -1.66451
N  1.13382  -0.86027  3.46750
C  0.35187  -0.95332  4.60544
C  -0.29755  -2.12032  4.59507
N  0.04960  -2.77867  3.41834
C  1.03412  -2.06055  2.79017
S  2.09390  -2.67077  1.61712
C  -0.53957  -4.10343  3.07936
C  0.31616  -5.17783  3.75565
C  -1.97783  -4.14351  3.60609
C  -0.62338  -4.35859  1.57412
C  -0.45105  2.00261  2.72647
S  -1.69186  1.10968  3.45471
H  -2.52112  5.77308  0.96523
H  -1.26118  4.87716  0.10258
H  -0.84871  5.90391  1.50614
H  -3.80259  3.87701  1.06884
H  -3.33558  2.40455  1.94275
H  -2.60452  2.75801  0.38093
H  -3.23053  5.10296  3.27084
H  -1.54139  5.12110  3.83033
H  -2.52022  3.64681  4.00816
H  0.80826  4.71334  1.40134
H  2.61211  2.83209  2.06244
H  2.29284  0.88264  4.22172
H  4.36616  -0.05303  3.77414
H  6.04860  -0.71717  1.76059
H  6.16921  -2.10494  -0.05879
H  6.96596  -0.51775  -0.19101
H  6.61214  -1.45402  -1.64349
H  3.71157  -2.36712  -0.80075
H  4.43536  -1.94807  -2.38384
H  2.99652  -1.09139  -1.76901
H  5.73003  1.41799  -1.19222
H  4.05792  1.21629  -1.76163
H  5.39914  0.46352  -2.65819
H  0.31570  -0.15550  5.32361
H  -1.03058  -2.49468  5.28191
H  0.35367  -5.01358  4.83591
H  1.33303  -5.13902  3.35921
H  -0.10458  -6.16844  3.56540
H  -2.03442  -4.08869  4.69453
H  -2.42702  -5.08866  3.30004
H  -2.57192  -3.34029  3.16692
H  0.35312  -4.41338  1.10865
H  -1.19010  -3.56803  1.08479
H  -1.15760  -5.30027  1.42666
O  -7.33346  -2.48549  -2.30150
C  -6.22946  -2.20200  -1.86366
C  -5.49252  -2.91678  -0.76534
O  -5.78135  -4.00948  -0.30114
C  -4.35328  -2.04668  -0.38669
C  -4.36297  -0.89468  -1.25882
O  -3.56083  0.08600  -1.15508
C  -5.34634  -1.08910  -2.31648
O  -5.45243  -0.44602  -3.37205
O  -3.50642  -2.26284  0.50351
C  1.10537  -3.73690  -3.86691
N  0.10111  -2.69004  -3.87128
C  -0.55425  -2.31316  -4.99255
C  -1.53040  -1.38620  -4.96182
C  -1.82775  -0.79164  -3.68407
N  -1.16536  -1.13444  -2.59648
C  -0.23061  -2.11711  -2.61324
O  0.33684  -2.55983  -1.63091
N  -2.76534  0.15929  -3.55439
H  1.29546  -4.05047  -4.89237
H  0.76206  -4.58549  -3.27514
H  2.02286  -3.37129  -3.40857
H  -0.25323  -2.80074  -5.91147
H  -2.06723  -1.09602  -5.85300
H  -3.55410  0.12577  -4.18423
H  -3.06660  0.30664  -2.56849
O  -1.15008  2.14010  -1.09518
S  -0.43742  2.22613  -2.40083
C  -1.48376  3.26656  -3.51028
C  -0.95395  4.69337  -3.47136
C  0.56463  4.55652  -3.37205
C  0.79591  3.58077  -2.23050
H  -2.50617  3.14414  -3.15736
H  -1.39768  2.82854  -4.50718
H  -1.33381  5.21032  -2.58585
H  -1.26291  5.26659  -4.34889
H  1.06228  5.51393  -3.20102
H  0.95527  4.13953  -4.30628
H  0.55980  4.01594  -1.25777
H  1.78844  3.13571  -2.18529

Atomic partial charges in e from the Löwdin method, atoms 1 to 2: Tl 0.898; C -0.059